1.
Density functional theory data (wB97M-V/def2-TZVPD) for C22H33Cl2N4O3Pt as an isolated structure in a non-equilibrium geometry.

<S²> = 2.023
highest occupied orbital energy (alpha / beta) = -0.09 / -3.75 eV
total charge = -1
frontier orbital gap (alpha / beta) = 2.0 / 5.6 eV
multiplicity = 3

Each line ends with the Löwdin spin population.
Cartesian coordinates (Å):
O (0.883, -3.568, -2.670)  0.2303
C (1.366, -4.024, -3.707)  0.2066
C (2.184, -5.283, -3.786)  0.1206
C (2.190, -6.164, -2.694)  0.1074
H (1.513, -5.994, -1.855)  0.0098
C (3.064, -7.252, -2.680)  0.0174
H (3.114, -7.882, -1.802)  -0.0027
C (3.903, -7.516, -3.772)  0.1541
H (4.625, -8.337, -3.736)  0.0140
C (3.805, -6.710, -4.908)  0.0289
H (4.438, -6.924, -5.764)  -0.0019
C (2.928, -5.617, -4.933)  0.0928
H (2.828, -5.033, -5.844)  0.0037
H (1.171, -3.496, -4.662)  0.0155
C (2.955, 0.286, -1.034)  0.0013
C (1.744, 1.052, -0.645)  0.0094
H (3.821, 0.940, -0.992)  0.0002
H (2.864, -0.157, -2.027)  0.0005
H (3.061, -0.517, -0.309)  -0.0005
C (1.617, 2.384, -0.529)  0.0028
C (2.729, 3.396, -0.544)  0.0008
H (0.614, 2.768, -0.330)  0.0010
H (3.699, 3.013, -0.873)  0.0001
H (2.865, 3.879, 0.435)  0.0002
H (2.422, 4.218, -1.208)  -0.0002
Pt (0.128, -0.082, -0.068)  0.6272
Cl (1.284, -1.625, 1.264)  0.1593
Cl (0.174, -1.206, -2.039)  0.0540
H (-1.654, -4.695, 0.047)  0.0009
H (-1.961, -4.901, 2.436)  0.0000
C (-1.201, -3.702, 0.136)  0.0013
C (-1.503, -3.916, 2.581)  0.0011
N (-1.676, -3.114, 1.381)  0.0011
H (-1.459, -3.084, -0.724)  0.0006
C (-2.103, -1.848, 1.476)  0.0033
O (-2.014, -1.005, 0.543)  0.0016
H (-1.989, -3.401, 3.416)  0.0000
H (-2.533, -1.574, 2.457)  0.0002
H (-0.112, -3.808, 0.174)  0.0004
H (-0.435, -4.056, 2.808)  0.0017
H (-3.797, 3.373, -2.307)  0.0001
H (-4.716, 1.347, -3.523)  0.0000
C (-2.781, 3.032, -2.552)  0.0011
C (-3.682, 1.052, -3.731)  0.0016
N (-2.794, 1.582, -2.708)  0.0038
H (-2.075, 3.351, -1.781)  0.0004
C (-2.033, 0.776, -1.988)  0.0089
O (-1.275, 1.246, -1.076)  0.0871
H (-3.594, -0.036, -3.724)  0.0002
H (-2.082, -0.296, -2.239)  0.0006
H (-2.519, 3.489, -3.520)  0.0000
H (-3.407, 1.444, -4.715)  0.0004
N (-1.113, 3.793, 4.793)  -0.0008
C (-0.882, 2.906, 3.792)  -0.0011
C (-1.883, 2.571, 2.853)  0.0014
C (-1.621, 1.668, 1.837)  0.0019
N (-0.393, 1.107, 1.681)  0.0276
C (0.552, 1.334, 2.622)  0.0003
C (0.350, 2.218, 3.672)  0.0010
H (-1.974, 4.315, 4.845)  0.0000
H (-0.394, 4.071, 5.443)  0.0000
H (-2.878, 2.990, 2.951)  0.0004
H (-2.396, 1.366, 1.140)  0.0002
H (1.471, 0.759, 2.515)  -0.0002
H (1.123, 2.348, 4.419)  0.0003

2.
Density functional theory data (wB97M-V/def2-TZVPD) for C22H33Cl3O2Os as an isolated structure in a non-equilibrium geometry.

<S²> = 6.043
highest occupied orbital energy (alpha / beta) = -0.44 / -0.08 eV
total charge = -2
frontier orbital gap (alpha / beta) = 4.6 / 4.2 eV
multiplicity = 5

Each line ends with the Löwdin spin population.
Cartesian coordinates (Å):
C (-0.551, 0.748, -3.526)  0.1308
C (-0.718, -0.594, -4.044)  0.0210
C (0.617, -1.239, -3.971)  0.0393
C (-1.983, -1.270, -4.399)  0.0345
C (1.545, -0.208, -3.542)  0.1725
C (0.841, 0.995, -3.353)  0.0246
C (1.476, 2.332, -3.176)  -0.0017
C (-1.579, 1.819, -3.603)  0.0186
C (0.946, -2.630, -4.349)  0.0246
C (3.030, -0.337, -3.585)  0.0267
Os (-0.279, -1.233, -2.088)  1.8397
Cl (-0.919, -3.000, -1.303)  0.2639
Cl (-1.829, 0.056, -0.819)  0.1352
Cl (1.776, -1.045, -0.698)  0.2047
H (-2.817, -0.589, -4.235)  0.0006
H (-2.098, -2.093, -3.685)  0.0107
H (-1.970, -1.692, -5.412)  0.0052
H (0.252, -3.247, -3.790)  0.0066
H (1.944, -2.860, -3.979)  0.0002
H (0.848, -2.846, -5.422)  0.0049
H (3.344, -1.275, -3.119)  0.0044
H (3.499, 0.455, -2.999)  -0.0002
H (3.479, -0.307, -4.597)  0.0116
H (2.397, 2.290, -2.572)  -0.0007
H (0.830, 3.046, -2.642)  0.0004
H (1.744, 2.795, -4.143)  -0.0002
H (-2.542, 1.457, -3.233)  0.0024
H (-1.741, 2.215, -4.626)  0.0086
H (-1.304, 2.664, -2.965)  0.0002
O (1.354, 2.479, 0.838)  0.5370
H (1.189, 1.952, -0.005)  0.0078
C (-1.737, 2.524, 1.873)  0.0111
C (-0.461, 2.576, 2.726)  0.1121
C (-0.445, 3.874, 3.533)  0.0140
C (-0.285, 1.347, 3.563)  0.0294
C (-0.406, 1.319, 4.938)  0.0098
C (-0.373, 0.096, 5.623)  0.0524
C (-0.321, -1.121, 4.932)  0.0092
C (-0.159, -1.147, 3.566)  0.0482
C (-0.076, -2.402, 2.717)  0.0059
C (1.354, -2.952, 2.721)  0.0047
C (-1.094, -3.486, 3.110)  0.0008
C (0.143, 0.107, 2.847)  0.0164
O (0.790, 0.102, 1.781)  0.1045
H (-1.676, 1.728, 1.132)  0.0038
H (-2.620, 2.347, 2.498)  0.0033
H (-1.850, 3.465, 1.328)  -0.0006
H (0.432, 2.578, 1.957)  0.0292
H (-1.297, 3.917, 4.221)  0.0055
H (0.486, 3.960, 4.103)  0.0003
H (-0.511, 4.706, 2.826)  0.0005
H (-0.559, 2.276, 5.498)  -0.0009
H (-0.443, 0.074, 6.709)  0.0036
H (-0.438, -2.102, 5.459)  -0.0004
H (-0.303, -2.096, 1.694)  0.0010
H (1.645, -3.291, 3.726)  0.0000
H (1.425, -3.787, 2.019)  0.0009
H (2.039, -2.168, 2.391)  0.0013
H (-2.109, -3.095, 3.059)  0.0001
H (-1.008, -4.295, 2.383)  0.0001
H (-0.924, -3.894, 4.112)  0.0000

3.
Density functional theory data (wB97M-V/def2-TZVPD) for C22H33Cl3O2Ti as an isolated structure in a non-equilibrium geometry.

highest occupied orbital energy = 0.83 eV
total charge = -2
frontier orbital gap = 3.5 eV

Each line ends with the Mulliken charge.
Cartesian coordinates (Å):
C (-1.748, 0.301, -2.491)  0.7255
C (-0.828, 1.364, -2.694)  0.3432
C (-0.947, 2.270, -1.600)  0.7760
C (0.064, 1.533, -3.861)  -1.5263
C (-2.022, 1.826, -0.776)  0.0142
C (-2.493, 0.583, -1.300)  0.2720
C (-3.554, -0.226, -0.700)  -1.2238
C (-1.912, -0.874, -3.370)  -1.7387
C (-0.094, 3.453, -1.365)  -1.5876
C (-2.478, 2.460, 0.478)  -1.4304
Ti (1.067, -0.321, 0.704)  0.4812
Cl (2.284, 0.326, -1.055)  -0.4366
Cl (-0.583, -1.576, 0.082)  -0.1786
Cl (0.428, 1.433, 1.903)  -0.5511
H (0.396, 0.565, -4.266)  0.3132
H (0.956, 2.123, -3.605)  0.3150
H (-0.458, 2.068, -4.677)  0.2518
H (0.958, 3.192, -1.543)  0.2968
H (-0.184, 3.786, -0.326)  0.3330
H (-0.351, 4.310, -2.011)  0.2286
H (-1.725, 3.154, 0.852)  0.3257
H (-2.639, 1.693, 1.244)  0.2684
H (-3.418, 3.036, 0.409)  0.2315
H (-3.594, -0.043, 0.375)  0.3061
H (-3.393, -1.318, -0.809)  0.4219
H (-4.542, 0.048, -1.099)  0.2225
H (-0.935, -1.246, -3.710)  0.3314
H (-2.498, -0.642, -4.275)  0.2413
H (-2.448, -1.667, -2.836)  0.3828
O (-2.821, -2.439, 0.383)  -0.8101
H (-2.835, -3.119, 1.094)  -0.0290
C (0.977, -4.247, 2.220)  -1.3458
C (2.383, -4.203, 1.587)  0.3505
C (2.357, -3.985, 0.068)  -1.1629
C (3.307, -3.220, 2.308)  -0.1245
C (4.687, -3.331, 2.419)  -0.4402
C (5.407, -2.343, 3.093)  -0.9653
C (4.745, -1.354, 3.824)  -0.2477
C (3.366, -1.184, 3.688)  -0.5852
C (2.548, -0.046, 4.255)  1.3479
C (1.966, -0.325, 5.638)  -1.6917
C (3.243, 1.303, 4.123)  -1.6478
C (2.797, -1.982, 2.697)  1.2388
O (1.959, -1.376, 1.809)  0.3959
H (0.456, -3.289, 2.127)  0.1036
H (1.088, -4.477, 3.283)  0.3459
H (0.348, -5.026, 1.774)  0.4350
H (2.794, -5.216, 1.733)  0.4175
H (2.052, -2.970, -0.205)  0.0997
H (3.358, -4.142, -0.337)  0.3441
H (1.684, -4.689, -0.438)  0.4168
H (5.187, -4.190, 1.962)  0.4064
H (6.505, -2.402, 3.106)  0.3051
H (5.314, -0.677, 4.460)  0.3505
H (1.661, 0.011, 3.608)  -0.1652
H (2.741, -0.371, 6.409)  0.3460
H (1.261, 0.475, 5.892)  0.4198
H (1.438, -1.284, 5.647)  0.3587
H (3.632, 1.434, 3.106)  0.3241
H (2.509, 2.099, 4.318)  0.4247
H (4.089, 1.430, 4.813)  0.3754

Number 1: E_tot -2342.51916 Ha. Number 2: E_tot -2479.70083 Ha. Number 3: E_tot -3238.68125 Ha.